Entry 1:
{"formula": "C5H14O3", "method": "the ωB97M-V functional and the def2-TZVPD basis", "mol_weight_g_mol": 122.2, "homo_energy_ev": -10.1, "lumo_ev": 0.89, "smiles": "CC(O)(O)O.CCC", "homo_lumo_gap_ev": 10.99, "largest_force_ev_per_a": 5.09, "energy_ev": -11552.798, "e_above_lowest_kj_mol": 128.0, "elements": ["C", "C", "O", "O", "O", "H", "H", "H", "H", "H", "H", "C", "C", "C", "H", "H", "H", "H", "H", "H", "H", "H"], "xyz": [[1.84982, -2.32299, 0.11214], [0.61863, -1.42796, 0.27724], [0.34881, -0.80729, -0.89973], [-0.49986, -2.19623, 0.73656], [0.83772, -0.47548, 1.30485], [1.68858, -3.01466, -0.71204], [2.03237, -2.88426, 1.02676], [2.70999, -1.69568, -0.10703], [0.17669, 0.36897, -0.82924], [-0.75561, -2.79810, 0.02865], [0.48488, -0.83574, 2.12056], [0.36287, 2.01497, -0.84422], [-1.01783, 1.93095, 0.26666], [-2.04791, 0.92525, -0.11350], [1.31611, 1.48346, -0.79713], [-0.07600, 2.16404, -1.82922], [0.74315, 2.99993, -0.57173], [-0.56002, 1.72229, 1.23137], [-1.36760, 2.95900, 0.19819], [-2.76165, 0.78007, 0.69717], [-2.53825, 1.16709, -1.05518], [-1.54488, -0.05760, -0.24111]], "forces_ev_per_angstrom": [[-0.3, 0.1, 0.1], [0.2, -0.2, 0.8], [-0.5, 4.1, -0.7], [0.2, 0.2, -0.1], [0.0, 0.0, -0.5], [0.0, 0.0, -0.1], [0.0, 0.0, 0.0], [0.0, 0.0, 0.0], [0.9, -5.0, 0.3], [0.0, 0.1, 0.0], [-0.1, -0.2, 0.1], [-2.2, 2.0, 1.6], [3.1, 0.2, -1.5], [0.3, -1.4, -0.1], [-0.5, -0.8, 0.0], [0.4, -0.4, -0.3], [-0.1, 0.2, 0.0], [-0.2, 0.1, 0.0], [-0.1, 0.0, 0.2], [-0.3, 0.2, -0.1], [-0.2, 0.1, 0.1], [-0.8, 0.6, 0.1]], "lowdin_charge": [0.007, -0.758, -0.062, 0.014, 0.027, 0.085, 0.085, 0.087, 0.139, 0.104, 0.106, -0.083, -0.207, -0.137, 0.073, 0.072, 0.065, 0.083, 0.087, 0.080, 0.079, 0.055]}

Entry 2:
{"formula": "C4H12", "method": "the ωB97M-V functional and the def2-TZVPD basis", "mol_weight_g_mol": 60.1, "homo_energy_ev": -11.7, "lumo_ev": 1.15, "smiles": "CC.CC", "homo_lumo_gap_ev": 12.82, "largest_force_ev_per_a": 1.16, "energy_ev": -4342.377, "e_above_lowest_kj_mol": 14.6, "elements": ["C", "C", "H", "H", "H", "H", "H", "H", "C", "C", "H", "H", "H", "H", "H", "H"], "xyz": [[-1.21582, -0.72327, 1.24548], [-1.74800, -1.54614, 2.42205], [-1.95719, 0.00121, 0.91280], [-0.30381, -0.20237, 1.54453], [-0.94340, -1.36990, 0.41070], [-2.36116, -0.90868, 3.06276], [-2.44785, -2.31686, 2.09327], [-0.98826, -2.03396, 3.02834], [1.68000, 1.51344, -1.20378], [1.33238, 0.74695, -2.48117], [0.98616, 2.32342, -0.99340], [1.65378, 0.85466, -0.33586], [2.69109, 1.88227, -1.25800], [2.19091, 0.21337, -2.87215], [0.96376, 1.44231, -3.23908], [0.46741, 0.12353, -2.33649]], "forces_ev_per_angstrom": [[0.4, -0.4, 0.3], [-0.8, 0.2, -0.1], [0.1, 0.0, -0.1], [-0.1, 0.2, -0.1], [-0.1, 0.1, -0.1], [0.3, 0.0, 0.2], [0.1, -0.1, -0.1], [0.2, 0.1, -0.1], [-0.1, -0.6, 0.1], [-0.4, 1.1, 0.0], [0.0, 0.1, -0.1], [0.0, -0.1, 0.0], [0.3, 0.5, 0.0], [-0.1, -0.3, -0.1], [0.4, 0.1, -0.2], [-0.1, -0.7, 0.2]], "lowdin_charge": [-0.174, -0.176, 0.061, 0.055, 0.058, 0.059, 0.058, 0.059, -0.168, -0.165, 0.061, 0.050, 0.053, 0.061, 0.060, 0.048]}

Entry 3:
{"formula": "C2H10O2S", "method": "the ωB97M-V functional and the def2-TZVPD basis", "mol_weight_g_mol": 98.2, "homo_energy_ev": -9.1, "lumo_ev": 0.62, "smiles": "CCS.O.O", "homo_lumo_gap_ev": 9.68, "largest_force_ev_per_a": 1.98, "energy_ev": -17165.897, "e_above_lowest_kj_mol": 57.5, "elements": ["C", "C", "S", "H", "H", "H", "H", "H", "H", "O", "H", "H", "O", "H", "H"], "xyz": [[-0.97761, -1.15806, 0.74145], [-0.47470, -0.15798, 1.86676], [-0.89351, 1.58042, 1.71353], [-1.36095, -1.98062, 1.35405], [-0.15213, -1.46755, 0.10070], [-1.86079, -0.75802, 0.23449], [-1.03443, -0.43543, 2.76564], [0.59654, -0.35418, 2.16145], [-0.46364, 1.78353, 0.40686], [2.22472, 1.40523, -1.42239], [1.45003, 1.77264, -0.99122], [2.29518, 0.53883, -0.99709], [0.09125, -0.08464, -2.36775], [-0.12798, -1.00026, -2.55895], [0.68802, 0.31607, -3.00753]], "forces_ev_per_angstrom": [[0.0, 0.8, 1.8], [0.3, -1.3, 0.1], [0.5, 0.4, -1.4], [0.3, -0.4, -0.6], [-0.4, 0.1, -0.2], [0.5, 0.1, -0.3], [0.1, 0.1, 0.0], [-1.0, 0.4, -0.6], [-0.3, -0.2, 1.1], [0.3, -0.2, 0.2], [-0.2, 0.2, 0.0], [0.0, 0.2, -0.2], [-0.5, 0.2, 0.7], [0.3, 0.2, -0.5], [0.0, -0.5, -0.1]], "lowdin_charge": [-0.149, -0.654, 0.669, 0.058, 0.051, 0.065, 0.040, 0.076, -0.143, -0.063, 0.009, 0.039, -0.073, 0.038, 0.036]}

Entry 4:
{"formula": "C3H6", "method": "the ωB97M-V functional and the def2-TZVPD basis", "mol_weight_g_mol": 42.1, "homo_energy_ev": -10.5, "lumo_ev": 1.40, "smiles": "C1CC1", "homo_lumo_gap_ev": 11.90, "largest_force_ev_per_a": 3.66, "energy_ev": -3206.644, "e_above_lowest_kj_mol": 78.6, "elements": ["C", "C", "C", "H", "H", "H", "H", "H", "H"], "xyz": [[-0.18769, 0.78464, -0.04288], [0.91255, -0.20079, 0.00569], [-0.54220, -0.62722, -0.04467], [-0.38939, 1.55467, -0.87875], [-0.43834, 1.26740, 0.89971], [1.34774, -0.37698, 0.99658], [1.48574, -0.37820, -0.86056], [-0.91105, -1.14543, -0.95175], [-1.27736, -0.87809, 0.87663]], "forces_ev_per_angstrom": [[-0.8, 3.4, -1.0], [-0.9, -0.6, 2.2], [-3.0, -1.7, 0.7], [0.6, -1.7, 1.0], [0.2, 0.0, -0.1], [0.4, 0.3, -0.7], [0.6, -0.3, -0.7], [0.4, 0.6, 0.5], [2.5, 0.0, -1.9]], "lowdin_charge": [-0.251, -0.161, -0.219, 0.127, 0.089, 0.100, 0.081, 0.092, 0.142]}

Entry 5:
{"formula": "CHNOS", "method": "the ωB97M-V functional and the def2-TZVPD basis", "mol_weight_g_mol": 75.1, "homo_energy_ev": [-9.5, -9.5], "lumo_ev": [-1.81, -1.46], "homo_lumo_gap_ev": [7.70, 8.02], "largest_force_ev_per_a": 3.26, "energy_ev": -15420.062, "e_above_lowest_kj_mol": 403.2, "elements": ["C", "N", "O", "S", "H"], "xyz": [[-0.53245, 0.38255, 0.06583], [0.04566, 1.25451, -0.57013], [1.50125, -1.05691, -0.45291], [1.10844, -0.06054, 0.52834], [-2.12290, -0.51961, 0.42886]], "forces_ev_per_angstrom": [[-2.4, -1.0, 0.7], [-0.4, -0.7, 1.0], [0.7, -0.7, 0.3], [-0.4, 0.6, -1.1], [2.6, 1.7, -0.9]], "lowdin_charge": [-0.562, -0.014, -0.533, 0.902, 0.207]}

Entry 6:
{"formula": "C8H9FS", "method": "the ωB97M-V functional and the def2-TZVPD basis", "mol_weight_g_mol": 156.2, "homo_energy_ev": [-9.1, -7.0], "lumo_ev": [-0.46, -0.51], "homo_lumo_gap_ev": [8.67, 6.49], "largest_force_ev_per_a": 4.68, "energy_ev": -21989.005, "e_above_lowest_kj_mol": 415.5, "elements": ["C", "C", "C", "C", "C", "C", "C", "C", "F", "S", "H", "H", "H", "H", "H", "H", "H", "H", "H"], "xyz": [[-2.13725, -0.05937, 1.32755], [-0.94058, 0.56120, 1.40067], [-2.03071, -1.34768, 0.85700], [0.15439, -0.10250, 0.86456], [-0.80065, 1.13553, -2.31354], [0.44440, 1.12936, -2.05650], [2.52258, -0.83385, 0.41556], [1.43038, 0.25880, 0.71358], [1.49385, 1.00835, -2.90412], [-0.38687, -1.75470, 0.50543], [-3.20354, 0.26750, 1.44695], [-0.84737, 1.50602, 1.84797], [-2.79703, -2.04962, 0.62857], [-1.43235, 0.91959, -3.25698], [-1.46482, 1.54116, -1.51973], [2.60086, -0.90251, -0.60182], [2.06309, -1.77450, 0.74407], [3.58678, -0.68144, 0.76118], [1.74483, 1.17866, 1.13960]], "forces_ev_per_angstrom": [[-3.3, -1.9, -0.7], [0.7, 1.8, 0.1], [1.2, -0.1, -0.2], [-1.7, -2.1, 0.4], [-4.6, 0.5, -0.8], [3.3, 0.2, -1.0], [-0.9, 1.2, 2.1], [3.3, -1.1, 0.2], [-0.9, -0.3, 0.9], [-0.4, 0.2, -0.4], [1.5, 0.4, 0.5], [0.3, 1.3, 0.3], [-0.4, -0.3, 0.0], [1.8, 0.2, 1.2], [0.6, -0.7, -0.2], [0.2, -0.3, -2.9], [0.8, 0.0, 0.2], [-1.5, 0.1, 0.2], [0.2, 0.9, 0.0]], "lowdin_charge": [-0.205, -0.161, -0.399, -0.573, -0.035, -0.126, -0.081, -0.132, 0.008, 1.015, 0.128, 0.104, 0.052, 0.102, 0.061, 0.023, 0.028, 0.096, 0.095]}